Entry 1:
C16H25AsBCoF5NS4SbSi2Te | ωB97M-V with the def2-TZVPD basis set

LUMO energy (alpha / beta) = 4.02 / 3.51 eV
Orbital gap (alpha / beta) = 4.4 / 5.7 eV
HOMO level (alpha / beta) = -0.408 / -2.191 eV
ΔE to the lowest compared entry with this formula, charge and spin = 10.6 kcal/mol

Structure (ORCA input):
```
! RIJCOSX wB97M-V def2-TZVPD def2/J DEFGRID3
* xyz -2 6
Co 0.11 -1.41 0.35
S -3.06 -3.83 -2.45
Sb -2.96 -2.78 -0.44
S -0.92 -3.43 0.66
S -1.71 -0.40 -1.02
Te 1.93 -1.31 -1.48
C 3.41 -2.59 -0.72
C 3.26 -3.82 -0.14
C 4.50 -4.41 0.25
C 5.57 -3.62 -0.02
S 5.08 -2.16 -0.76
H 2.29 -4.28 0.00
H 4.58 -5.38 0.73
H 6.61 -3.82 0.18
C 3.72 1.18 -3.87
Si 3.67 2.31 -2.37
C 3.95 4.05 -3.06
C 5.12 1.89 -1.25
As 1.57 2.17 -1.31
Si 1.99 3.48 0.60
C 2.59 5.22 0.17
C 0.35 3.67 1.48
C 3.23 2.75 1.80
H 4.53 1.50 -4.53
H 2.78 1.22 -4.43
H 3.88 0.14 -3.58
H 4.89 4.05 -3.62
H 4.01 4.82 -2.29
H 3.15 4.33 -3.74
H 6.03 1.79 -1.85
H 4.95 0.96 -0.73
H 5.30 2.67 -0.51
H 2.05 5.65 -0.68
H 3.66 5.23 -0.07
H 2.43 5.86 1.04
H -0.30 4.38 0.95
H 0.51 4.05 2.50
H -0.19 2.73 1.55
H 4.25 2.81 1.41
H 3.02 1.71 2.03
H 3.19 3.31 2.74
F 1.01 1.28 6.71
C 1.99 0.73 5.95
F 2.55 -0.27 6.72
F 2.99 1.68 5.91
C 1.52 0.28 4.64
C 0.21 0.54 4.16
C -0.16 0.12 2.92
N 0.69 -0.53 2.06
C 1.95 -0.79 2.53
C 2.39 -0.43 3.76
H -0.52 1.06 4.78
H -1.16 0.30 2.56
H 2.61 -1.31 1.84
H 3.40 -0.66 4.05
F -3.74 0.47 0.67
B -2.58 0.75 0.05
F -2.11 1.97 0.31
*
```


Entry 2:
C16H25BBrCaCl3F15KN2NaO10PS2 | ωB97M-V with the def2-TZVPD basis set

LUMO energy = -3.70 eV
Orbital gap = 1.4 eV
HOMO level = -5.095 eV

Structure (ORCA input):
```
! RIJCOSX wB97M-V def2-TZVPD def2/J DEFGRID3
* xyz 0 1
N -7.48 -4.18 -0.45
C -7.53 -2.76 0.00
C -6.11 -2.26 0.55
P -5.82 -0.39 0.33
C -5.83 -0.12 -1.54
N -5.49 -1.41 -2.26
S -3.87 0.01 1.20
O -2.99 -1.23 1.18
O -4.12 0.33 2.68
C -2.99 1.50 0.50
F -3.82 2.64 0.47
F -1.97 1.84 1.44
C -2.43 1.26 -0.95
F -3.05 2.22 -1.79
F -2.72 -0.11 -1.44
C -0.85 1.48 -1.11
F -0.54 1.38 -2.56
F -0.39 2.75 -0.71
F -0.08 0.39 -0.50
H -6.73 -4.70 0.03
H -7.25 -4.18 -1.45
H -8.31 -2.69 0.83
H -7.87 -2.16 -0.90
H -6.03 -2.52 1.69
H -5.28 -2.81 0.01
H -6.89 0.12 -1.87
H -5.11 0.68 -1.90
H -4.65 -1.84 -1.85
H -5.26 -1.18 -3.24
K -0.31 2.56 -3.92
C 5.13 2.69 0.75
C 4.61 3.63 -0.33
C 3.30 3.20 -0.92
O 3.36 3.75 -2.24
C 4.69 3.83 -2.56
O 5.10 4.04 -3.66
O 5.47 3.62 -1.47
H 4.36 2.50 1.50
H 5.46 1.74 0.32
H 5.99 3.13 1.24
H 4.56 4.65 0.06
H 2.45 3.59 -0.37
H 3.20 2.11 -1.00
Br -4.89 -1.82 3.03
C 4.15 0.31 -3.14
Cl 4.33 -0.51 -1.58
Cl 5.73 0.66 -3.84
Cl 3.18 -0.67 -4.25
H 3.63 1.25 -2.98
C 0.91 -3.22 -2.15
F -0.36 -3.27 -1.66
F 0.88 -2.33 -3.16
F 1.65 -2.66 -1.18
S 1.55 -4.88 -2.68
O 0.63 -5.34 -3.72
O 1.50 -5.72 -1.47
O 2.88 -4.64 -3.16
O 4.33 5.26 3.28
C 3.44 4.73 3.91
O 3.06 3.48 3.62
C 2.16 2.69 4.42
C 0.72 2.99 4.07
C 2.70 5.49 4.98
H 2.37 2.82 5.48
H 2.37 1.65 4.18
H 0.46 4.04 4.27
H 0.04 2.35 4.64
H 0.54 2.83 3.00
H 1.92 6.09 4.51
H 3.40 6.16 5.48
H 2.26 4.86 5.75
Na -0.98 -1.35 -1.12
F -8.88 -5.65 0.92
Ca 1.31 -7.95 -1.93
B 5.43 -6.94 -0.26
F 5.50 -5.53 -0.18
F 4.11 -7.32 -0.72
F 6.39 -7.43 -1.18
F 5.65 -7.51 1.02
*
```


Question: Which formula does entry 1 have?
Answer: C16H25AsBCoF5NS4SbSi2Te


Please write out number 1 again, unchanged.
C16H25AsBCoF5NS4SbSi2Te | ωB97M-V with the def2-TZVPD basis set

LUMO energy (alpha / beta) = 4.02 / 3.51 eV
Orbital gap (alpha / beta) = 4.4 / 5.7 eV
HOMO level (alpha / beta) = -0.408 / -2.191 eV
ΔE to the lowest compared entry with this formula, charge and spin = 10.6 kcal/mol

Structure (ORCA input):
```
! RIJCOSX wB97M-V def2-TZVPD def2/J DEFGRID3
* xyz -2 6
Co 0.11 -1.41 0.35
S -3.06 -3.83 -2.45
Sb -2.96 -2.78 -0.44
S -0.92 -3.43 0.66
S -1.71 -0.40 -1.02
Te 1.93 -1.31 -1.48
C 3.41 -2.59 -0.72
C 3.26 -3.82 -0.14
C 4.50 -4.41 0.25
C 5.57 -3.62 -0.02
S 5.08 -2.16 -0.76
H 2.29 -4.28 0.00
H 4.58 -5.38 0.73
H 6.61 -3.82 0.18
C 3.72 1.18 -3.87
Si 3.67 2.31 -2.37
C 3.95 4.05 -3.06
C 5.12 1.89 -1.25
As 1.57 2.17 -1.31
Si 1.99 3.48 0.60
C 2.59 5.22 0.17
C 0.35 3.67 1.48
C 3.23 2.75 1.80
H 4.53 1.50 -4.53
H 2.78 1.22 -4.43
H 3.88 0.14 -3.58
H 4.89 4.05 -3.62
H 4.01 4.82 -2.29
H 3.15 4.33 -3.74
H 6.03 1.79 -1.85
H 4.95 0.96 -0.73
H 5.30 2.67 -0.51
H 2.05 5.65 -0.68
H 3.66 5.23 -0.07
H 2.43 5.86 1.04
H -0.30 4.38 0.95
H 0.51 4.05 2.50
H -0.19 2.73 1.55
H 4.25 2.81 1.41
H 3.02 1.71 2.03
H 3.19 3.31 2.74
F 1.01 1.28 6.71
C 1.99 0.73 5.95
F 2.55 -0.27 6.72
F 2.99 1.68 5.91
C 1.52 0.28 4.64
C 0.21 0.54 4.16
C -0.16 0.12 2.92
N 0.69 -0.53 2.06
C 1.95 -0.79 2.53
C 2.39 -0.43 3.76
H -0.52 1.06 4.78
H -1.16 0.30 2.56
H 2.61 -1.31 1.84
H 3.40 -0.66 4.05
F -3.74 0.47 0.67
B -2.58 0.75 0.05
F -2.11 1.97 0.31
*
```


Copy entry 1 word for word.
C16H25AsBCoF5NS4SbSi2Te | ωB97M-V with the def2-TZVPD basis set

LUMO energy (alpha / beta) = 4.02 / 3.51 eV
Orbital gap (alpha / beta) = 4.4 / 5.7 eV
HOMO level (alpha / beta) = -0.408 / -2.191 eV
ΔE to the lowest compared entry with this formula, charge and spin = 10.6 kcal/mol

Structure (ORCA input):
```
! RIJCOSX wB97M-V def2-TZVPD def2/J DEFGRID3
* xyz -2 6
Co 0.11 -1.41 0.35
S -3.06 -3.83 -2.45
Sb -2.96 -2.78 -0.44
S -0.92 -3.43 0.66
S -1.71 -0.40 -1.02
Te 1.93 -1.31 -1.48
C 3.41 -2.59 -0.72
C 3.26 -3.82 -0.14
C 4.50 -4.41 0.25
C 5.57 -3.62 -0.02
S 5.08 -2.16 -0.76
H 2.29 -4.28 0.00
H 4.58 -5.38 0.73
H 6.61 -3.82 0.18
C 3.72 1.18 -3.87
Si 3.67 2.31 -2.37
C 3.95 4.05 -3.06
C 5.12 1.89 -1.25
As 1.57 2.17 -1.31
Si 1.99 3.48 0.60
C 2.59 5.22 0.17
C 0.35 3.67 1.48
C 3.23 2.75 1.80
H 4.53 1.50 -4.53
H 2.78 1.22 -4.43
H 3.88 0.14 -3.58
H 4.89 4.05 -3.62
H 4.01 4.82 -2.29
H 3.15 4.33 -3.74
H 6.03 1.79 -1.85
H 4.95 0.96 -0.73
H 5.30 2.67 -0.51
H 2.05 5.65 -0.68
H 3.66 5.23 -0.07
H 2.43 5.86 1.04
H -0.30 4.38 0.95
H 0.51 4.05 2.50
H -0.19 2.73 1.55
H 4.25 2.81 1.41
H 3.02 1.71 2.03
H 3.19 3.31 2.74
F 1.01 1.28 6.71
C 1.99 0.73 5.95
F 2.55 -0.27 6.72
F 2.99 1.68 5.91
C 1.52 0.28 4.64
C 0.21 0.54 4.16
C -0.16 0.12 2.92
N 0.69 -0.53 2.06
C 1.95 -0.79 2.53
C 2.39 -0.43 3.76
H -0.52 1.06 4.78
H -1.16 0.30 2.56
H 2.61 -1.31 1.84
H 3.40 -0.66 4.05
F -3.74 0.47 0.67
B -2.58 0.75 0.05
F -2.11 1.97 0.31
*
```